# C4H7NO

One molecule with the formula C4H7NO at a distorted geometry (ωB97M-V/def2-TZVPD, OMol25).

Results
orbital gap: 0.4054 Ha
HOMO: -10.3 eV
charge: 0
energy relative to the best compared isomer or geometry (same formula, charge and spin): 65.22 kcal/mol
multiplicity: 1
structure (SMILES): N#CCCCO

Cartesian coordinates (Å):
N 2.15 1.80 1.84
C 1.38 1.59 1.00
C 0.39 1.32 -0.07
C 0.28 -0.14 -0.52
C -0.46 -1.11 0.35
O -1.74 -1.30 -0.54
H -0.58 1.68 0.29
H 0.66 1.95 -0.93
H -0.72 -0.38 -1.19
H 1.22 -0.52 -0.94
H 0.00 -2.09 0.49
H -0.86 -0.71 1.29
H -1.72 -2.11 -1.08